C7H12N as an isolated structure, computed with ωB97M-V/def2-TZVPD.

Structure (XYZ):
```
20
Properties=species:S:1:pos:R:3:mulliken_charge:R:1
C -0.241 -1.791 0.642 -0.71
C -0.631 -0.414 1.103 0.01
C 1.202 -0.467 -1.059 -0.78
C 0.859 0.475 1.124 -0.61
C -0.247 -1.077 -0.771 -0.17
C -1.296 -0.003 -0.133 0.19
C -2.222 1.083 -0.512 -1.22
N 1.733 0.017 0.167 -0.20
H -1.055 -2.444 0.827 0.37
H -1.328 -0.406 2.015 0.46
H 1.878 -1.269 -1.533 0.38
H 1.108 0.304 -1.792 0.34
H 0.506 1.490 0.816 0.29
H 1.344 0.468 2.134 0.40
H -0.510 -1.337 -1.718 0.60
H -3.137 1.167 0.019 0.39
H -2.220 1.007 -1.608 0.36
H -1.961 2.160 -0.377 0.34
H 0.739 -2.452 0.957 0.23
H 2.669 -0.444 0.437 0.33
```

Summary:
**Total charge**: +1



An isolated ion of composition C7H12N and charge +1, computed with ωB97M-V/def2-TZVPD.

Structure (XYZ):
```
20
Properties=species:S:1:pos:R:3:mulliken_charge:R:1
C -1.072 0.387 0.233 -0.61
C 0.917 2.555 -0.107 -0.68
C 1.302 1.213 0.005 -0.33
C 0.422 0.187 0.129 1.09
C 2.359 -1.704 -0.097 -1.22
C -3.350 -0.110 -0.168 -0.68
C 0.910 -1.232 0.084 -0.51
N -1.971 -0.202 -0.377 -0.27
H -1.309 1.087 1.059 0.50
H 1.645 3.326 -0.218 0.34
H -0.148 2.584 -0.336 0.39
H 2.345 1.075 0.201 0.25
H 2.688 -1.484 -1.155 0.36
H 2.359 -2.749 0.253 0.35
H 2.983 -1.020 0.373 0.36
H -3.606 0.258 0.915 0.31
H -3.440 -1.210 -0.403 0.31
H -3.905 0.500 -0.930 0.28
H 0.737 -1.612 1.065 0.40
H 0.135 -1.846 -0.527 0.38
```

Summary:
**Total charge**: +1



An isolated ion of composition C7H12N and charge +1, computed with ωB97M-V/def2-TZVPD.

Structure (XYZ):
```
20
Properties=species:S:1:pos:R:3:mulliken_charge:R:1
C 2.684 0.585 0.293 0.31
C 1.533 0.321 0.183 -1.87
C 0.275 -0.496 0.056 1.88
C 0.302 -1.573 1.186 -1.44
C 0.207 -1.247 -1.311 -1.44
C -0.990 0.343 0.163 -0.09
C -1.170 1.679 0.681 -0.59
N -1.202 1.486 -0.789 -0.22
H 3.698 1.010 0.300 0.46
H 0.332 -1.249 2.247 0.35
H -0.473 -2.234 0.960 0.49
H 1.135 -2.329 0.916 0.37
H 0.192 -0.661 -2.219 0.35
H -0.697 -1.840 -1.243 0.42
H 1.165 -1.819 -1.305 0.42
H -1.921 -0.264 -0.010 0.39
H -2.039 2.228 1.112 0.31
H -0.309 2.218 1.096 0.27
H -2.144 1.755 -1.010 0.31
H -0.578 2.086 -1.307 0.30
```

Summary:
**SMILES**: C#CC(C)(C)[C@H]1C[NH2+]1
**Total charge**: +1



A 2-piece molecular cluster, C7H12N overall, computed with ωB97M-V/def2-TZVPD.

Structure (XYZ):
```
20
Properties=species:S:1:pos:R:3:mulliken_charge:R:1
C 0.029 -2.274 -0.233 -0.22
C -0.792 3.207 0.591 -0.70
C -0.710 2.168 -0.245 -0.43
C 0.289 0.275 -1.421 -1.52
C 1.847 1.622 -0.092 -1.07
C -1.053 -4.018 1.159 -0.65
C 0.447 1.405 -0.558 1.44
N -0.492 -3.097 0.361 0.08
H -1.644 3.778 0.437 0.32
H 0.020 3.674 1.270 0.25
H -1.636 1.769 -0.617 0.29
H 0.207 -0.691 -0.771 0.49
H -0.742 0.141 -1.853 0.38
H 1.113 -0.043 -1.989 0.45
H 2.115 0.885 0.653 0.34
H 2.206 2.676 0.249 0.36
H 2.497 1.322 -0.982 0.33
H -2.236 -4.142 0.898 0.26
H -0.585 -4.979 1.012 0.29
H -0.878 -3.678 2.130 0.32
```

Summary:
**Total charge**: +1



One molecule with the formula C7H12N2, computed with ωB97M-V/def2-TZVPD.

Structure (XYZ):
```
21
Properties=species:S:1:pos:R:3:mulliken_charge:R:1
C 0.000 -2.568 0.796 -0.75
N -0.501 -1.825 -0.400 -0.48
N -0.805 -0.541 -0.069 0.08
C -2.072 -0.181 -0.662 -1.04
C 0.295 0.514 -0.451 0.27
C -0.187 1.866 -0.213 -0.50
C 0.751 2.599 0.446 -0.62
C 1.908 1.829 0.740 -0.38
C 1.768 0.554 0.240 -0.74
H -0.699 -2.186 1.536 0.30
H 0.084 -3.630 0.633 0.32
H 0.938 -2.104 1.073 0.20
H 0.133 -1.990 -1.175 0.25
H -2.380 0.731 -0.118 0.35
H -1.895 -0.045 -1.740 0.29
H -2.606 -1.093 -0.515 0.43
H 0.451 0.300 -1.482 0.44
H -1.074 2.296 -0.770 0.34
H 0.712 3.612 0.556 0.51
H 2.847 2.229 1.303 0.29
H 2.331 -0.368 0.271 0.43
```

Summary:
**SMILES**: CNN(C)C1C=CC=C1



C7H12N2 as an isolated structure, computed with ωB97M-V/def2-TZVPD.

Structure (XYZ):
```
21
Properties=species:S:1:pos:R:3:mulliken_charge:R:1
C -1.047 0.452 2.968 -0.69
C -0.922 1.250 1.508 -0.14
C -1.169 0.471 0.406 0.01
C -0.823 0.832 -0.942 -0.49
C 0.311 0.245 -1.455 0.34
C 1.040 0.694 -2.707 -1.00
C 1.028 -1.433 0.228 -0.11
H -2.054 -0.178 2.870 0.24
H 0.028 -0.550 2.657 0.03
H -1.262 1.077 4.328 0.28
H -0.125 2.215 1.582 0.22
H -1.600 -0.681 0.472 0.28
H -1.277 1.689 -1.617 0.21
H 1.776 1.730 -2.147 0.20
H 0.270 1.092 -3.494 0.33
H 1.976 -0.229 -3.012 0.28
H 2.428 -0.151 -0.568 0.33
H 1.829 -1.457 1.410 0.20
H -0.320 -2.544 1.260 0.29
N 1.343 -0.531 -0.756 -0.17
N -0.224 -1.910 0.217 -0.64
```



C7H12N2 as an isolated structure, computed with ωB97M-V/def2-TZVPD.

Structure (XYZ):
```
21
Properties=species:S:1:pos:R:3:mulliken_charge:R:1
C -2.047 1.406 0.005 -1.60
C -1.929 -0.102 -0.025 0.33
C -0.909 -0.836 0.729 -0.33
C 0.550 -0.382 1.033 -0.23
C 0.648 -0.482 -0.931 -0.10
C 0.860 0.752 -0.045 -0.21
C -0.839 -0.845 -0.822 -0.51
H -3.129 1.685 0.137 0.36
H -1.632 1.738 -1.003 0.34
H -1.526 1.799 0.861 0.37
H -2.860 -0.631 -0.064 0.44
H -1.159 -1.748 1.324 0.30
H 1.049 -0.187 1.996 0.40
H 2.271 -1.035 0.098 0.38
H 1.153 -0.417 -1.947 0.35
H 0.081 1.553 -0.141 0.20
H 2.766 0.816 -0.766 0.34
H 2.572 1.292 0.876 0.28
H -1.216 -1.876 -1.210 0.26
N 1.227 -1.355 0.084 -0.64
N 2.148 1.347 -0.059 -0.72
```



A 2-piece molecular cluster, C7H12N2 overall, computed with ωB97M-V/def2-TZVPD.

Structure (XYZ):
```
21
Properties=species:S:1:pos:R:3:mulliken_charge:R:1
H 2.761 0.881 -1.096 0.17
N 1.833 0.484 -0.963 -0.68
C 1.053 0.615 -1.931 0.42
C 0.670 1.040 -3.256 -0.52
C -0.234 0.390 -2.506 0.35
C -1.584 -0.157 -2.372 -1.02
H 0.887 1.513 -4.186 0.35
H -2.114 0.382 -1.586 0.26
H -2.138 -0.074 -3.305 0.33
H -1.525 -1.202 -2.069 0.30
C 0.117 -0.487 3.579 -1.07
C 0.156 -0.457 2.247 0.75
C -0.945 0.138 1.418 -0.93
N 1.162 -1.040 1.499 -0.49
H 0.914 -0.921 4.158 0.24
H -0.721 -0.098 4.127 0.26
H -1.699 0.601 2.048 0.31
H -1.414 -0.644 0.822 0.19
H -0.535 0.884 0.739 0.21
H 1.360 -0.585 0.611 0.31
H 1.994 -1.264 2.024 0.24
```

Summary:
**SMILES**: [H]/N=c1\cc1C.C=C(C)N



A 2-piece molecular cluster, C7H12N2 overall, computed with ωB97M-V/def2-TZVPD.

Structure (XYZ):
```
21
Properties=species:S:1:pos:R:3:mulliken_charge:R:1
C -0.300 -1.786 -1.338 -0.96
N -0.913 -0.588 -0.791 0.59
C -1.337 -0.463 0.635 -0.53
C -2.223 0.796 0.595 -0.36
C -2.340 1.027 -0.839 -0.29
N -1.680 0.248 -1.591 -0.70
H -0.242 -1.687 -2.481 0.30
H 0.772 -1.856 -0.999 0.23
H -0.720 -2.771 -1.207 0.35
H -0.501 -0.454 1.365 0.19
H -1.982 -1.440 0.926 0.22
H -3.203 0.823 1.152 0.31
H -1.626 1.659 1.095 0.18
H -2.927 1.806 -1.259 0.45
C 3.276 0.087 1.293 -0.62
C 2.698 0.295 0.161 0.34
C 2.247 0.771 -1.018 -0.68
H 4.336 -0.379 1.256 0.18
H 2.891 0.000 2.280 0.30
H 1.559 0.285 -1.638 0.24
H 2.439 1.799 -1.260 0.24
```

Summary:
**SMILES**: CN1CCC=N1.C=C=C



One molecule with the formula C7H12N2, computed with ωB97M-V/def2-TZVPD.

Structure (XYZ):
```
21
Properties=species:S:1:pos:R:3:mulliken_charge:R:1
C -2.719 0.326 -0.624 -0.90
C -2.043 0.646 0.484 0.00
C -0.722 0.069 1.050 -1.12
C 0.512 0.019 0.232 1.80
C 0.206 -0.319 -1.167 -1.73
N 1.262 1.350 0.492 -0.53
C 1.065 2.331 -0.211 -0.39
N 1.401 -1.081 0.710 -0.59
C 2.659 -1.114 0.632 -0.34
H -3.594 0.750 -0.855 0.37
H -2.448 -0.633 -1.223 0.22
H -2.444 1.481 1.125 0.25
H -0.934 -1.038 1.326 0.36
H -0.466 0.574 2.001 0.37
H 1.031 -0.442 -1.886 0.31
H -0.113 -1.344 -1.137 0.51
H -0.594 0.352 -1.644 0.34
H 1.636 3.245 0.064 0.27
H 0.266 2.475 -0.962 0.25
H 2.975 -2.042 1.024 0.31
H 3.283 -0.451 -0.017 0.24
```

Summary:
**SMILES**: C=CCC(C)(N=C)N=C



C7H12N2 as an isolated structure, computed with ωB97M-V/def2-TZVPD.

Structure (XYZ):
```
21
Properties=species:S:1:pos:R:3:mulliken_charge:R:1
C -1.705 1.154 -0.002 -1.58
C -0.423 0.413 -0.014 2.45
C -0.288 -0.063 -1.430 -0.75
C 0.845 -0.947 -1.462 -0.99
C 1.726 0.036 1.108 -0.65
C 0.332 -0.077 1.694 -0.28
C 0.578 1.048 0.807 -1.26
H -2.703 0.469 0.398 0.25
H -2.011 1.842 -1.081 0.25
H -1.519 2.139 0.865 0.28
H -1.108 -0.949 -1.593 0.18
H -0.265 0.772 -2.058 0.62
H 1.841 -0.682 -1.822 0.62
H 2.163 -0.766 0.334 0.22
H 2.629 0.593 1.412 0.34
H -0.037 -0.124 2.720 0.41
H -0.541 -1.857 0.778 0.37
H 0.734 2.120 1.264 0.31
H -0.408 -2.186 -1.392 0.32
N -0.558 -0.664 0.887 -0.55
N 0.720 -2.271 -1.413 -0.60
```



One molecule with the formula C7H12N2, computed with ωB97M-V/def2-TZVPD.

Structure (XYZ):
```
21
Properties=species:S:1:pos:R:3:mulliken_charge:R:1
C -2.971 0.556 0.080 -0.65
C -1.824 0.463 0.654 -0.30
C -0.880 -0.684 0.963 0.36
C -0.986 -1.948 0.146 -0.61
C 0.256 -1.524 -0.730 -0.58
N 0.485 -0.516 0.418 -0.01
C 1.189 0.566 0.133 0.04
N 1.869 0.674 -0.904 -0.42
C 2.999 1.628 -0.724 -0.62
H -3.656 1.520 0.398 0.21
H -3.558 -0.301 -0.267 0.26
H -1.617 1.530 1.191 0.13
H -1.030 -0.707 2.157 0.20
H -0.671 -2.906 0.610 0.28
H -1.856 -2.248 -0.594 0.23
H 0.986 -2.355 -0.842 0.29
H 0.179 -0.821 -1.568 0.34
H 1.157 1.466 0.865 0.15
H 2.505 2.412 -0.121 0.30
H 4.033 1.134 -0.117 0.17
H 3.390 2.061 -1.747 0.22
```

Summary:
**SMILES**: C=C[C@H]1CCN1/C=N/C



Listing electronic energy for the structures above in their given order: -8932.4879 -8932.7030 -8933.3459 -8932.8062 -10429.8827 -10422.3868 -10429.8978 -10430.8847 -10429.6014 -10430.2983 -10425.6775 -10428.9562 eV.
Listing energy relative to the best compared isomer or geometry (same formula, charge and spin) for the structures above in their given order: 435.6 414.8 352.8 404.9 346.8 1070.1 345.4 250.1 374.0 306.7 752.6 436.2 kJ/mol.
Listing maximum force for the structures above in their given order: 5.0 4.6 3.1 4.9 3.8 6.3 3.4 1.8 3.7 5.4 7.6 5.1 eV Å⁻¹.